165
Properties=species:S:1:pos:R:3:forces:R:3:mulliken_charge:R:1 method="wB97M-V/def2-TZVPD" gap_ev=9.376 spin_multiplicity=1
Cl 1.22562 -2.92578 4.49123 0.47 -0.33 0.02 -0.067
Cl -1.37806 -1.95631 5.11021 0.08 -0.48 -0.59 -0.147
Cl -1.07523 -4.43028 3.54211 0.17 0.13 0.15 -0.079
Cl -3.72825 -3.41783 1.59697 -0.18 -0.05 0.14 0.068
Cl -1.64599 -3.40910 -8.46878 -0.03 -0.38 -0.37 -0.100
Cl -5.16335 -3.20544 4.13154 0.11 0.23 -0.37 -0.103
Cl -6.54395 -2.88499 1.58488 -0.26 0.52 -0.09 -0.087
Cl -1.40549 -0.93431 -7.12995 0.33 1.02 -0.20 0.034
Cl -5.67948 -5.43570 2.43554 0.34 -0.14 -0.13 -0.117
Cl -0.37456 -1.86830 2.37995 -0.16 -0.03 -0.11 0.127
Cl 0.49756 -3.12599 -6.55035 -0.80 0.47 -0.07 -0.112
Cl -2.32353 -3.12378 -5.67009 0.45 -0.33 -0.17 -0.109
O 3.18745 4.16367 4.49422 0.51 -0.88 -0.76 -0.240
O -0.55017 1.71238 -5.89264 0.83 -0.13 0.36 -0.093
O -6.04767 0.61688 2.04283 1.47 -0.56 -0.02 0.071
O 5.39067 -1.66717 1.90031 1.05 -0.56 1.61 -0.261
O -1.66086 -5.91681 -3.20712 -0.09 1.00 -0.10 -0.489
O -0.47772 0.28808 -0.24569 0.08 0.66 0.64 0.578
O 5.77742 -0.08149 6.14922 0.27 1.18 -0.66 -0.159
O 2.31595 -3.81946 -0.57925 0.93 -0.20 -0.31 -0.442
O -0.14011 4.89093 -1.27190 0.53 0.26 -0.96 -0.306
O -3.92966 2.73835 -2.92450 -0.43 -0.18 -0.85 -0.178
C 4.92010 -1.56417 7.69094 -2.19 -0.55 -0.27 -0.976
C -4.74321 1.96281 -2.03984 1.53 -0.10 -0.01 -0.318
C 4.59036 -1.85958 0.83291 0.33 -0.08 -4.28 0.624
C -1.18862 -2.62864 -6.97921 -0.14 -0.90 0.75 0.222
C 1.72413 4.82437 -2.69767 2.03 -0.53 0.70 -1.401
C 1.47883 1.71297 0.17714 0.55 0.44 0.41 -0.921
C 1.70415 2.28588 4.15851 -1.11 1.91 -2.00 -0.766
C 6.28733 -2.71667 3.84381 0.56 -0.36 -1.09 -1.178
C -3.98545 2.18893 -4.26594 0.87 1.24 0.35 -0.194
C 0.09466 0.91188 -4.85332 0.75 -0.36 -1.35 -0.949
C 5.94169 -2.90209 2.35760 1.06 0.33 0.44 0.254
C -8.04868 0.28805 0.88396 -0.93 0.92 -0.35 -0.751
C -0.90456 0.66073 -3.76891 -0.46 -1.04 -0.40 1.032
C -3.85458 0.60317 3.17229 0.20 0.41 -2.46 -0.499
C -0.65294 -5.04214 -2.75413 1.72 -0.51 0.22 0.695
C -3.55795 3.31761 -5.21631 0.39 -0.14 1.04 -1.205
C -7.42432 0.55934 2.19235 -1.14 0.70 2.71 -0.432
C -0.49632 2.66880 -8.12674 1.06 1.20 2.62 -1.151
C 0.30900 1.83387 -7.05847 -0.78 3.22 1.31 -0.481
C -2.90074 -5.32345 -2.86362 0.04 0.06 1.27 0.693
C 1.97393 -1.85843 -1.99441 -0.71 0.31 0.95 -0.525
C 3.66560 6.28723 3.30874 0.53 -0.92 -0.83 -1.169
C -1.84212 5.24406 0.22263 0.30 0.01 -1.06 -1.357
C -4.01177 -6.20775 -3.34632 -0.68 -2.17 0.51 -1.442
C -1.90654 0.22485 -0.10877 0.00 0.16 -0.82 1.951
C 0.26984 4.65702 -2.59764 -0.83 -0.46 -0.78 0.384
C -5.33142 0.72436 3.25244 -1.77 -0.09 1.85 -0.490
C 2.76193 -5.77910 0.75945 -0.37 -0.50 1.19 -1.278
C -2.35353 -1.07055 -0.83712 -0.61 0.36 0.70 -0.948
C 5.49541 -0.22072 7.51474 -0.72 1.89 0.80 -0.247
C -5.26197 -3.70950 2.42355 -0.02 -0.51 0.41 0.144
C 1.77763 -4.73424 0.34647 -1.26 -0.38 -0.59 0.518
C -0.39578 -2.83812 3.85521 -0.48 0.78 0.51 0.078
C -4.94100 2.69331 -0.73465 -0.37 -0.93 0.55 -0.388
C 0.72908 -5.65351 -2.98831 -0.81 -1.26 -1.39 -1.312
C 1.84378 3.78098 4.48611 -0.97 -0.77 2.32 -0.445
C 5.87580 1.25601 5.61298 1.33 0.37 0.49 -0.264
C 5.39287 -2.01228 -0.56916 0.70 -0.44 1.89 -1.397
C 0.00561 1.51138 0.34719 -0.02 -0.88 0.51 0.834
C -1.52647 4.74062 -1.20191 0.07 -2.35 2.34 0.484
C 5.94199 1.22100 4.07533 0.47 1.24 -0.07 -0.871
C 3.48076 5.50851 4.62926 2.54 1.05 0.18 -0.367
C 1.44147 -2.73995 -0.85936 0.58 0.41 0.26 1.370
H -4.31955 4.07814 -5.08022 0.15 0.42 -0.32 0.407
H -4.10557 -6.32503 -4.41617 0.52 0.50 -0.55 0.323
H -7.72932 1.57524 2.59690 -0.13 -0.85 -0.45 0.348
H 0.51257 -3.18963 -1.17351 -0.85 0.21 0.25 -0.492
H -7.53744 0.96448 0.21735 -0.14 0.12 -0.73 0.040
H -0.45926 2.38730 -0.04931 -0.82 0.50 -0.79 -0.704
H 3.15884 -6.27539 -0.08994 0.55 -0.47 -0.83 0.367
H -2.89848 -5.14707 -1.69821 -0.33 -0.39 -1.95 0.052
H -5.74517 2.18221 -0.16777 0.39 0.37 -0.23 -0.226
H 6.30252 -2.56754 -0.27715 -0.34 -0.15 -0.41 0.430
H -1.80379 3.62261 -1.26450 0.29 1.33 -0.15 -0.458
H 0.95480 -5.76625 -4.07585 -0.44 0.21 0.56 0.334
H 3.98929 -1.00579 0.74459 -1.07 1.35 -0.11 0.056
H -1.45309 2.25450 -8.31279 -0.73 -0.72 -0.70 0.273
H -0.08637 3.64102 -2.86749 0.34 0.23 -0.16 -0.172
H -5.26229 3.67336 -1.00784 -0.26 0.93 0.19 0.463
H -0.49709 0.28404 -2.82508 0.12 0.04 -0.31 -0.886
H 2.26123 -6.57147 1.39647 0.51 1.02 -0.58 0.365
H 3.94401 -2.70970 0.80932 -0.49 -0.88 0.85 -0.190
H 6.95736 -1.87978 3.87821 0.12 0.72 0.29 0.227
H 5.19926 -3.65080 2.17489 -0.49 -0.79 0.15 -0.148
H 4.78623 0.59932 7.92693 0.68 -1.10 -0.95 0.281
H 1.12822 2.54408 -6.67669 -0.40 -1.43 -0.96 0.276
H -4.98939 1.88443 -4.41846 -1.29 -0.02 -0.55 0.596
H -3.87689 -7.31408 -3.03438 -0.25 1.86 0.09 0.290
H 2.97567 -1.55723 -1.71060 0.15 0.33 -0.19 0.136
H 0.37003 0.04555 -5.45552 0.24 -0.70 0.73 0.538
H 4.91321 -2.53591 -1.40395 -0.19 0.12 0.51 0.324
H 1.54841 -5.07896 -2.60028 0.22 0.21 0.68 0.183
H 6.73002 0.58002 3.61840 -0.75 0.14 0.64 0.276
H -3.43432 3.04810 -6.24671 -0.47 -0.49 -0.59 0.360
H 2.06560 0.89604 0.64117 -0.16 0.58 -0.11 0.031
H -2.24249 1.22948 -0.54686 -0.38 -1.55 0.47 -0.959
H -4.99939 -5.83352 -3.05045 0.25 -0.18 0.36 0.367
H -0.25972 1.53295 1.41086 0.04 -0.28 0.15 0.080
H 1.07760 1.27852 -4.42875 -1.02 0.49 -0.62 0.266
H -3.54615 -0.32541 2.66624 -0.14 0.23 0.15 -0.036
H 2.08140 4.76337 -3.71899 -0.13 -0.15 -0.35 0.416
H 0.65115 2.08001 3.80165 1.13 0.13 0.45 0.099
H 0.64585 0.85435 -7.37085 0.29 -0.08 -0.27 0.491
H 2.01992 -2.42286 -2.91840 -0.07 0.05 -0.28 0.300
H 2.80977 6.04394 5.23320 -1.60 0.49 0.94 0.367
H -3.42633 1.27274 -4.39379 0.65 -0.14 0.28 0.114
H 5.56623 -2.34786 7.29734 0.12 -0.02 0.36 0.248
H 6.19978 2.26518 3.73814 -0.25 -0.84 0.37 0.426
H -9.12383 0.54298 0.91367 0.48 -0.15 -0.09 0.339
H 0.13050 2.88761 -8.96511 0.09 -0.33 -0.87 0.416
H -0.72035 3.70150 -7.69252 0.36 -1.35 -0.23 0.247
H -0.17685 5.34769 -3.35141 -0.32 -0.12 0.70 0.312
H -0.61531 -4.06271 -3.22834 -0.76 0.29 -0.23 0.086
H 2.78397 6.62101 2.76701 -0.59 -0.21 0.44 0.302
H 1.21814 4.32294 3.78846 0.03 0.49 -0.28 0.330
H 5.38516 -2.50371 4.36348 -0.65 0.39 0.62 0.249
H 4.43666 5.57248 5.27912 -1.08 -0.21 -1.36 0.292
H 5.79533 -1.07120 -0.89394 -0.12 0.69 -0.26 0.334
H 0.87957 -5.22499 -0.11523 0.44 0.35 0.36 0.171
H 2.36980 2.25543 3.31037 0.16 -0.88 -0.59 0.152
H -2.99136 -4.32625 -3.32901 0.09 -0.15 0.19 -0.126
H -4.07736 2.73857 -0.04483 -0.17 -0.02 -0.67 -0.106
H -3.56198 0.54310 4.17646 0.99 0.12 1.39 0.408
H 4.18087 5.64569 2.56810 0.01 0.18 0.46 0.295
H 5.03444 1.87677 5.93162 -0.42 -0.28 -0.06 0.230
H 1.37488 -2.13985 0.07536 -0.52 -0.21 -0.56 -0.046
H 1.29867 -0.95288 -2.07502 0.81 -1.03 -0.06 -0.383
H -2.87511 5.10939 0.44541 -0.97 0.33 0.16 0.394
H -2.20969 0.14074 0.94568 0.23 0.35 -0.13 -0.691
H 6.82614 -3.50764 4.37194 -0.24 -0.38 -0.52 0.468
H 4.26391 7.18494 3.40779 0.25 0.10 0.41 0.390
H 1.74051 1.77932 -0.88276 0.02 -0.03 0.07 0.174
H 1.99545 1.58146 4.87520 0.49 -0.75 1.28 0.465
H 3.56257 -5.30436 1.32893 0.11 -0.24 0.00 0.034
H 0.67825 -6.68914 -2.62088 0.48 0.33 0.24 0.339
H -1.72634 -0.01349 -4.12016 0.70 0.45 0.28 0.258
H -5.61620 1.65077 3.83783 0.21 -0.38 -0.89 0.226
H -1.32445 1.62060 -3.59914 -0.72 0.91 0.59 -0.333
H 4.95054 1.03398 3.64828 0.32 -0.40 0.04 0.090
H 1.45451 -4.22021 1.23943 -0.38 0.47 0.39 -0.156
H 6.34103 -0.13496 8.18225 0.98 0.28 -0.15 0.266
H 2.25385 3.98688 -2.13380 -0.41 1.41 -0.39 0.201
H -1.69715 -1.88334 -0.54744 0.34 -0.09 0.21 0.119
H -5.66790 -0.07184 3.96834 -0.02 0.17 -0.66 0.227
H -1.97029 5.20246 -2.05911 -0.82 0.74 -0.16 0.574
H 1.69039 2.72502 0.64599 0.13 -1.27 -0.45 0.310
H -2.55443 3.71840 -4.97739 -0.55 -0.17 0.40 0.072
H -2.24781 -0.94824 -1.88523 0.13 0.10 -1.09 -0.078
H -0.79370 -4.90761 -1.67665 -0.02 0.21 0.11 0.102
H 3.99447 -1.57098 7.06123 0.53 -0.32 0.51 0.146
H 6.81842 -3.16049 1.73396 -0.16 0.05 0.40 0.250
H -7.93567 -0.71479 0.53094 0.16 -0.64 -0.14 0.180
H 1.48275 3.94850 5.53193 -0.28 0.19 -0.68 0.298
H 1.99758 5.85268 -2.36693 0.03 -0.89 0.20 0.339
H -1.30328 4.68018 1.00148 0.15 0.14 -0.58 0.106
H -3.39329 1.46734 2.63246 -0.19 -0.63 0.57 0.179
H -1.51928 6.28816 0.22589 -0.31 -0.04 0.47 0.412
H -4.14012 1.07102 -1.91457 -0.39 -0.82 0.40 0.069
H 6.76227 1.85464 6.05516 -0.81 -1.28 -0.62 0.198
H -7.80108 -0.17209 2.99454 0.90 0.59 -0.88 0.347
H 4.59644 -1.70607 8.73792 0.39 -0.29 -0.45 0.373
H -3.38428 -1.45894 -0.66047 0.57 0.82 0.19 0.374
H -5.69534 1.70243 -2.50793 -0.10 0.11 0.00 0.543